# 1
{"formula": "C2H6N2O2S", "method": "ωB97M-V with the def2-TZVPD basis set", "fmax_ev_per_a": 3.97, "homo_energy_ev": -9.44, "de_lowest_ev": 2.312, "lumo_energy_ev": 0.6035, "elements": ["C", "C", "N", "N", "O", "O", "S", "H", "H", "H", "H", "H", "H"], "coordinates": [[-0.78939, 0.61249, 0.04954], [0.78158, -1.20003, -0.15742], [-1.14940, 1.79737, 0.35970], [0.50836, 0.19234, 0.05870], [-3.45079, 0.66145, -0.25682], [-2.20004, -1.50987, 0.75882], [-2.20762, -0.52176, -0.35456], [-0.19211, -1.73168, -0.29137], [1.19173, -1.69935, 0.75170], [1.41202, -1.28976, -1.03841], [-0.38605, 2.23898, 0.77745], [-3.02113, 1.52437, -0.41508], [1.21038, 0.85064, 0.04126]]}

=====

# 2
{"formula": "C2H6N2O2S", "method": "ωB97M-V with the def2-TZVPD basis set", "fmax_ev_per_a": 3.43, "homo_energy_ev": -9.92, "de_lowest_ev": 4.149, "lumo_energy_ev": -0.5400, "elements": ["C", "C", "N", "N", "O", "O", "S", "H", "H", "H", "H", "H", "H"], "coordinates": [[-2.74383, -0.34734, 0.39594], [-2.32053, 0.30838, -0.63680], [3.73045, -0.69875, -0.61916], [2.96774, 0.16651, -0.14595], [0.57736, 1.52398, 0.79941], [1.03815, -0.90547, 1.13307], [0.78999, 0.23667, 0.26109], [-2.46932, -1.34568, 0.74108], [-3.39561, 0.26490, 1.11006], [-1.86252, 0.06247, -1.61237], [3.09575, -1.19909, -1.31428], [-2.86446, 1.24605, -0.72024], [3.45685, 0.68737, 0.60816]]}

=====

# 3
{"formula": "C2H6N2O2S", "method": "ωB97M-V with the def2-TZVPD basis set", "fmax_ev_per_a": 2.90, "homo_energy_ev": -9.18, "de_lowest_ev": 3.970, "lumo_energy_ev": 0.6144, "elements": ["C", "C", "H", "H", "H", "H", "H", "H", "N", "N", "O", "O", "S"], "coordinates": [[-1.13125, 0.35819, -0.64903], [-0.05876, 0.54100, 0.35924], [-0.41303, -1.87309, -0.68052], [-2.11344, 0.20614, -0.20100], [-1.14346, 1.18866, -1.39492], [1.04657, 1.81771, -0.85679], [2.09775, 0.63263, 1.21059], [0.06498, -1.97121, 2.06632], [0.77567, 1.66924, 0.16033], [0.28030, -0.25992, 1.29800], [1.97279, 1.60018, 0.97018], [-0.52328, -1.40735, 1.43098], [-0.71170, -1.05024, -1.73891]]}

=====

# 4
{"formula": "C2H6N2O4", "method": "ωB97M-V with the def2-TZVPD basis set", "fmax_ev_per_a": 4.51, "homo_energy_ev": -9.91, "de_lowest_ev": 5.273, "lumo_energy_ev": -0.5110, "elements": ["C", "C", "N", "N", "O", "O", "O", "O", "H", "H", "H", "H", "H", "H"], "coordinates": [[-0.74999, 0.46592, -0.82829], [0.34326, -0.32662, -0.10295], [-1.95167, 0.71829, -0.08644], [1.70050, 0.31114, -0.07418], [1.77998, 1.50323, -0.09901], [2.61444, -0.48642, -0.03945], [0.03650, -0.10404, 1.63145], [0.42338, -1.62230, -0.34542], [-1.00340, -0.11405, -1.72234], [-0.32139, 1.42859, -1.12145], [-2.36215, -0.14692, 0.24405], [-1.75226, 1.29237, 0.72372], [-0.09250, -0.99635, 1.95821], [1.33529, -1.92284, -0.13791]]}

=====

# 5
{"formula": "C2H6N2OS", "method": "ωB97M-V with the def2-TZVPD basis set", "fmax_ev_per_a": 2.94, "homo_energy_ev": -8.93, "de_lowest_ev": 4.090, "lumo_energy_ev": 0.6353, "elements": ["C", "C", "H", "H", "H", "H", "H", "H", "N", "N", "O", "S"], "coordinates": [[-1.97048, 0.58151, -0.13637], [1.09108, -0.81000, -0.90772], [-2.14477, 1.15075, 0.90692], [-2.51216, -0.43634, -0.04292], [-2.44511, 1.00120, -1.06953], [1.65042, -1.57633, -1.57770], [2.80872, -0.05372, -0.05864], [0.74449, 0.69194, 2.12682], [-0.11833, -0.46497, -1.08681], [1.83281, -0.18433, 0.08882], [-0.52737, 0.47023, -0.11336], [1.59070, -0.36993, 1.87050]]}

=====

# 6
{"formula": "C2H6N2OS", "method": "ωB97M-V with the def2-TZVPD basis set", "fmax_ev_per_a": 2.34, "homo_energy_ev": -9.24, "de_lowest_ev": 1.783, "lumo_energy_ev": 0.6817, "elements": ["C", "C", "H", "H", "H", "H", "H", "H", "N", "N", "O", "S"], "coordinates": [[-1.17760, -0.57188, 0.13501], [0.14877, 0.14438, 0.08019], [-2.07101, 0.42572, -1.46649], [-1.57646, -0.58851, 1.18045], [-1.08569, -1.54256, -0.23129], [-0.72738, 1.72874, 0.11781], [1.44040, -1.45505, 0.38133], [2.86773, 0.82374, 0.78941], [0.21366, 1.39255, 0.09677], [1.35266, -0.63674, -0.15780], [-2.23295, 0.16971, -0.55760], [2.84786, 0.10990, -0.36778]]}